Entry 1:
C4H6N2O | ωB97M-V with the def2-TZVPD basis set

Last columns: bonded neighbours and bond lengths (Å).
Element x y z (Å)
1 H -2.95083 1.22279 1.21795  N2 1.015
2 N -2.15327 0.75219 0.80155  H1 1.015, C3 1.271
3 C -1.47768 1.59437 0.13175  N2 1.271, C4 1.485, H9 1.099
4 C -0.27853 1.12825 -0.60934  C3 1.485, N5 1.609, C6 1.423, H10 1.098
5 N -0.47930 -0.38892 -1.10627  C4 1.609, C6 1.255
6 C 0.40101 -0.07513 -0.26902  C4 1.423, N5 1.255, O7 1.311
7 O 1.44830 -0.55417 0.35811  C6 1.311, C8 1.432
8 C 1.63681 -1.95167 0.11038  O7 1.432, H11 1.085, H12 1.093, H13 1.097
9 H -1.77234 2.64590 0.00817  C3 1.099
10 H 0.23767 1.88545 -1.21496  C4 1.098
11 H 2.51374 -2.21222 0.69366  C8 1.085
12 H 0.76562 -2.51887 0.44787  C8 1.093
13 H 1.81473 -2.16183 -0.95102  C8 1.097

Energy in a.u.: -340.66681
LUMO level in eV: 0.988
HOMO in eV: -9.74
Energy relative to the best compared isomer or geometry (same formula, charge and spin) in kcal/mol: 80.39
Molecular weight in g/mol: 98.10
Kohn-Sham gap in eV: 10.731
SMILES string: [H]/N=C/[C@@H]1N=C1OC

Entry 2:
C3H8N2OS | ωB97M-V with the def2-TZVPD basis set

Last columns: bonded neighbours and bond lengths (Å).
Element x y z (Å)
1 C -2.57582 0.59098 0.17444  S2 1.835, H8 1.089, H9 1.112, H10 1.105
2 S -1.45663 -0.85167 -0.00966  C1 1.835, C3 1.760
3 C 0.09758 -0.03775 -0.14841  S2 1.760, C4 1.524, N6 1.270
4 C 1.22835 -1.01706 -0.44047  C3 1.524, N5 1.502, H11 1.068, H12 1.095
5 N 2.38335 -0.71645 0.47214  C4 1.502, H13 1.071, H14 1.001
6 N 0.19481 1.22252 -0.02149  C3 1.270, O7 1.360
7 O 1.43151 1.77711 -0.13014  N6 1.360, H15 0.968
8 H -2.53628 1.24221 -0.69756  C1 1.089
9 H -3.60832 0.19522 0.29258  C1 1.112
10 H -2.28973 1.18125 1.06367  C1 1.105
11 H 1.50964 -0.79423 -1.44667  C4 1.068
12 H 0.90053 -2.06154 -0.40204  C4 1.095
13 H 2.06803 -0.99086 1.45798  N5 1.071
14 H 3.17967 -1.22645 0.14457  N5 1.001
15 H 2.08272 1.10468 0.11520  O7 0.968

Energy in a.u.: -701.97637
LUMO level in eV: 0.674
HOMO in eV: -8.38
Energy relative to the best compared isomer or geometry (same formula, charge and spin) in kcal/mol: 63.46
Molecular weight in g/mol: 120.18
Kohn-Sham gap in eV: 9.051
SMILES string: CS/C(CN)=N/O

Entry 3:
C5H8O | ωB97M-V with the def2-TZVPD basis set

Last columns: bonded neighbours and bond lengths (Å).
Element x y z (Å)
1 C -1.05721 2.25978 1.30045  O2 1.311, H7 1.138
2 O -1.28105 1.04951 0.84998  C1 1.311, C3 1.433
3 C -0.14566 0.48809 0.18051  O2 1.433, C4 1.520, C6 1.523, H8 1.092
4 C 0.48895 -0.78796 0.70807  C3 1.520, C5 1.549, H9 1.094, H10 1.093
5 C 0.60427 -1.23627 -0.77030  C4 1.549, C6 1.548, H11 1.090, H12 1.093
6 C -0.45220 -0.17288 -1.15653  C3 1.523, C5 1.548, H13 1.093, H14 1.095
7 H 0.03185 2.26457 1.63089  C1 1.138
8 H 0.54712 1.32327 0.05954  C3 1.092
9 H -0.23753 -1.37983 1.27221  C4 1.094
10 H 1.40565 -0.68047 1.29364  C4 1.093
11 H 0.35147 -2.27387 -0.98617  C5 1.090
12 H 1.58760 -1.00791 -1.19037  C5 1.093
13 H -1.46817 -0.57559 -1.16770  C6 1.093
14 H -0.28874 0.42982 -2.05603  C6 1.095

Energy in a.u.: -270.39438
LUMO level in eV: 0.584
HOMO in eV: -8.41
Energy relative to the best compared isomer or geometry (same formula, charge and spin) in kcal/mol: 102.60
Molecular weight in g/mol: 84.12
Kohn-Sham gap in eV: 8.992

Entry 4:
CH2S2 | ωB97M-V with the def2-TZVPD basis set

Last columns: bonded neighbours and bond lengths (Å).
Element x y z (Å)
1 S -1.08879 1.31879 -0.75235  C2 1.580
2 C 0.05428 0.54522 0.01624  S1 1.580, S3 1.749, H4 1.024
3 S 0.51106 -1.07136 0.50442  C2 1.749, H5 1.318
4 H 0.86204 1.10092 0.31008  C2 1.024
5 H -0.33860 -1.89358 -0.07840  S3 1.318

Energy in a.u.: -835.63707
LUMO level in eV: -0.269
HOMO in eV: -8.96
Energy relative to the best compared isomer or geometry (same formula, charge and spin) in kcal/mol: 6.73
Molecular weight in g/mol: 78.16
Kohn-Sham gap in eV: 8.692
SMILES string: S=CS

Entry 5:
C7H13ClNP | ωB97M-V with the def2-TZVPD basis set

Last columns: bonded neighbours and bond lengths (Å).
Element x y z (Å)
1 H -3.54589 -3.11058 -0.69528  N2 1.011
2 N -2.94101 -2.47211 -0.19693  H1 1.011, P3 1.591
3 P -3.33999 -1.04074 -0.76499  N2 1.591, C4 1.900
4 C -2.11433 -0.06096 0.30620  P3 1.900, Cl5 1.733, C6 1.509, H12 1.188
5 Cl -2.81651 1.31277 1.09657  C4 1.733
6 C -0.94759 0.26645 -0.59234  C4 1.509, C7 1.317, C8 1.484
7 C -1.17507 1.16191 -1.53020  C6 1.317, H13 1.056, H14 1.010
8 C 0.31495 -0.49452 -0.42019  C6 1.484, C9 1.552, H15 1.070, H16 1.058
9 C 1.46944 0.45920 -0.01390  C8 1.552, C10 1.587, C11 1.510, H17 1.171
10 C 2.81867 -0.35079 0.18784  C9 1.587, H18 1.107, H19 1.119, H20 1.014
11 C 1.22109 1.04660 1.35473  C9 1.510, H21 1.193, H22 1.054, H23 1.221
12 H -1.76615 -0.91187 1.05867  C4 1.188
13 H -2.01811 1.79107 -1.62284  C7 1.056
14 H -0.54308 1.44129 -2.26676  C7 1.010
15 H 0.44214 -1.02466 -1.34077  C8 1.070
16 H 0.11397 -1.22837 0.31508  C8 1.058
17 H 1.63104 1.26516 -0.84849  C9 1.171
18 H 2.67139 -0.95574 1.10313  C10 1.107
19 H 3.70193 0.33329 0.13253  C10 1.119
20 H 2.96325 -1.06271 -0.52002  C10 1.014
21 H 1.04264 0.31035 2.27634  C11 1.193
22 H 0.49161 1.80585 1.40685  C11 1.054
23 H 2.32563 1.51913 1.57477  C11 1.221

Energy in a.u.: -1130.72401
LUMO level in eV: -0.242
HOMO in eV: -9.25
Energy relative to the best compared isomer or geometry (same formula, charge and spin) in kcal/mol: 0.00
Molecular weight in g/mol: 177.62
Kohn-Sham gap in eV: 9.006
SMILES string: [H]/N=P/[C@H](Cl)C(=C)CC(C)C

Entry 6:
C23H30BF7NO21S | ωB97M-V with the def2-TZVPD basis set

Last columns: bonded neighbours and bond lengths (Å).
Element x y z (Å)
1 C -4.15905 -0.61779 -2.98839  N2 1.463, H6 1.094, H7 1.093, H8 1.089
2 N -2.97829 -1.26265 -2.41433  C1 1.463, C3 1.485, H9 1.015
3 C -2.28423 -0.38237 -1.44044  N2 1.485, B4 1.634, H10 1.100, H11 1.102
4 B -3.13723 0.15515 -0.15513  C3 1.634, S5 1.990, H12 1.227, H13 1.217
5 S -2.72278 2.07472 0.16846  B4 1.990, H14 1.344
6 H -3.98532 0.44610 -3.17636  C1 1.094
7 H -4.42862 -1.09019 -3.93621  C1 1.093
8 H -4.99804 -0.68972 -2.29723  C1 1.089
9 H -2.32616 -1.36996 -3.18520  N2 1.015
10 H -1.42724 -0.95946 -1.06216  C3 1.100
11 H -1.83487 0.47110 -1.97367  C3 1.102
12 H -2.84250 -0.49048 0.84594  B4 1.227
13 H -4.34534 0.12896 -0.30230  B4 1.217
14 H -1.46262 2.08640 -0.29755  S5 1.344
15 C -1.14039 3.74394 -4.51084  C16 1.525, O20 1.426, H22 1.092, H23 1.085
16 C -2.22255 3.44484 -3.47943  C15 1.525, O17 1.404, F21 1.359, H24 1.091
17 O -2.57481 2.12391 -3.80113  C16 1.404, C18 1.357
18 C -1.54495 1.52183 -4.44712  O17 1.357, O19 1.184, O20 1.357
19 O -1.44857 0.35391 -4.61496  C18 1.184
20 O -0.62846 2.45001 -4.82189  C15 1.426, C18 1.357
21 F -3.29679 4.25865 -3.65313  C16 1.359
22 H -1.61665 4.17024 -5.39660  C15 1.092
23 H -0.33503 4.38008 -4.15771  C15 1.085
24 H -1.92353 3.48361 -2.43067  C16 1.091
25 C -2.28613 -3.61087 -0.20931  C26 1.514, O30 1.438, H32 1.088, H33 1.084
26 C -1.48755 -4.83430 -0.60489  C25 1.514, O27 1.411, F31 1.364, H34 1.092
27 O -0.31118 -4.71477 0.16579  C26 1.411, C28 1.367
28 C -0.58086 -3.91436 1.24001  O27 1.367, O29 1.190, O30 1.335
29 O 0.15993 -3.75907 2.15768  C28 1.190
30 O -1.78843 -3.35829 1.11542  C25 1.438, C28 1.335
31 F -1.16312 -4.80521 -1.92902  C26 1.364
32 H -2.04327 -2.77914 -0.86654  C25 1.088
33 H -3.36186 -3.74115 -0.17845  C25 1.084
34 H -1.94862 -5.80090 -0.39310  C26 1.092
35 C -2.18492 -4.47923 -4.85216  C36 1.518, O40 1.432, H42 1.092, H43 1.083
36 C -2.24488 -5.93647 -5.27280  C35 1.518, O37 1.409, F41 1.359, H44 1.092
37 O -2.92593 -5.87946 -6.50445  C36 1.409, C38 1.368
38 C -2.79553 -4.62045 -7.02455  O37 1.368, O39 1.185, O40 1.345
39 O -3.11611 -4.32278 -8.12549  C38 1.185
40 O -2.24889 -3.79927 -6.11025  C35 1.432, C38 1.345
41 F -2.95899 -6.69778 -4.40257  C36 1.359
42 H -3.06926 -4.23185 -4.26162  C35 1.092
43 H -1.28717 -4.18971 -4.31910  C35 1.083
44 H -1.27578 -6.41594 -5.42393  C36 1.092
45 C -0.98978 -0.43885 3.02512  C46 1.520, O50 1.447, H52 1.093, H53 1.083
46 C 0.52432 -0.50266 3.14812  C45 1.520, O47 1.426, F51 1.354, H54 1.090
47 O 0.76899 0.25952 4.32773  C46 1.426, C48 1.352
48 C -0.35334 0.25185 5.08103  O47 1.352, O49 1.197, O50 1.331
49 O -0.38963 0.65457 6.20787  C48 1.197
50 O -1.37821 -0.26630 4.40860  C45 1.447, C48 1.331
51 F 1.17877 0.07949 2.11504  C46 1.354
52 H -1.32818 0.43004 2.45539  C45 1.093
53 H -1.44656 -1.33690 2.62733  C45 1.083
54 H 0.92680 -1.50488 3.29380  C46 1.090
55 C -0.11937 4.40728 7.08217  C56 1.519, O60 1.430, H62 1.092, H63 1.085
56 C 0.60572 3.60483 6.01588  C55 1.519, O57 1.424, F61 1.351, H64 1.088
57 O 1.85326 4.28516 5.92719  C56 1.424, C58 1.353
58 C 2.07384 4.95648 7.08042  O57 1.353, O59 1.187, O60 1.354
59 O 3.10303 5.46274 7.38774  C58 1.187
60 O 0.95916 4.94875 7.84920  C55 1.430, C58 1.354
61 F -0.01723 3.66921 4.81861  C56 1.351
62 H -0.67172 5.22013 6.60667  C55 1.092
63 H -0.76450 3.81384 7.72114  C55 1.085
64 H 0.77853 2.56076 6.26774  C56 1.088
65 C 4.92204 0.67740 2.96730  C66 1.520, O70 1.433, H72 1.092, H73 1.085
66 C 4.68003 -0.71483 3.52844  C65 1.520, O67 1.415, F71 1.349, H74 1.092
67 O 4.98719 -1.54845 2.42726  C66 1.415, C68 1.356
68 C 5.81061 -0.87949 1.58256  O67 1.356, O69 1.185, O70 1.353
69 O 6.38883 -1.36188 0.66720  C68 1.185
70 O 5.89701 0.42002 1.94982  C65 1.433, C68 1.353
71 F 3.39790 -0.90782 3.89910  C66 1.349
72 H 4.00386 1.05770 2.51522  C65 1.092
73 H 5.32444 1.38908 3.68046  C65 1.085
74 H 5.32240 -0.99556 4.36584  C66 1.092
75 C 5.15642 2.54986 -0.75214  C76 1.520, O80 1.427, H82 1.092, H83 1.085
76 C 4.46909 2.63427 -2.10535  C75 1.520, O77 1.405, F81 1.356, H84 1.092
77 O 3.13158 2.33386 -1.79513  C76 1.405, C78 1.367
78 C 2.90616 2.61026 -0.47505  O77 1.367, O79 1.179, O80 1.359
79 O 1.84626 2.65911 0.03863  C78 1.179
80 O 4.09001 2.85481 0.14517  C75 1.427, C78 1.359
81 F 4.95059 1.71948 -2.98343  C76 1.356
82 H 5.50833 1.53035 -0.58198  C75 1.092
83 H 5.96389 3.26126 -0.60992  C75 1.085
84 H 4.51201 3.61566 -2.58340  C76 1.092

Charge: -1
Energy in a.u.: -3651.50010
LUMO level in eV: 2.023
HOMO in eV: -4.61
Energy relative to the best compared isomer or geometry (same formula, charge and spin) in kcal/mol: 0.00
Molecular weight in g/mol: 832.34
Kohn-Sham gap in eV: 6.634

- Look up the Kohn-Sham gap of the fourth one.
  8.692 eV